1.
{"formula": "C4H4Br2N2O4", "method": "wB97M-V/def2-TZVPD", "species": ["O", "C", "N", "C", "O", "C", "Br", "Br", "N", "C", "O", "O", "H", "H", "H", "H"], "positions_angstrom": [[1.07, 1.18, -1.46], [0.31, 0.93, -0.56], [-0.58, 1.85, -0.04], [-1.56, 1.32, 0.82], [-2.51, 1.93, 1.18], [-1.21, -0.03, 1.15], [-2.68, -1.12, 0.64], [-0.42, -0.16, 2.88], [0.04, -0.34, -0.06], [0.94, -1.52, -0.27], [0.75, -1.93, -1.59], [2.23, -1.07, -0.02], [-0.48, 2.87, -0.20], [0.65, -2.32, 0.42], [1.22, -1.28, -2.24], [2.25, -0.33, -0.65]], "largest_force_ha_per_bohr": 0.10694, "total_charge": 0, "smiles": "O=C1NC(=O)C(Br)(Br)N1C(O)O", "gap_ev": 10.0}

=====

2.
{"formula": "C4H26NO10S", "method": "wB97M-V/def2-TZVPD", "species": ["C", "N", "C", "C", "S", "C", "O", "H", "H", "H", "H", "H", "H", "H", "H", "H", "H", "O", "H", "H", "O", "H", "H", "O", "H", "H", "O", "H", "H", "O", "H", "H", "O", "H", "H", "O", "H", "H", "O", "H", "H", "O"], "positions_angstrom": [[-0.61, 0.33, 3.27], [-0.05, -0.70, 2.34], [1.18, -0.51, 1.60], [2.46, -0.39, 2.48], [2.99, 1.27, 1.96], [1.39, 0.89, 0.90], [1.46, 0.76, -0.42], [-0.86, 1.07, 2.50], [0.10, 0.78, 3.95], [-1.54, -0.08, 3.63], [-0.01, -1.58, 2.83], [1.34, -1.38, 0.98], [3.22, -1.18, 2.38], [2.37, -0.44, 3.57], [0.70, 1.71, 1.13], [-3.55, 0.22, 0.97], [-3.58, -1.13, 1.55], [-4.19, -0.47, 1.20], [0.06, 1.91, -1.75], [-1.27, 1.12, -1.60], [-0.90, 2.01, -1.71], [1.33, -0.54, -3.86], [0.82, 0.77, -3.30], [0.51, -0.04, -3.74], [2.89, 2.08, -2.76], [1.93, 2.12, -1.57], [2.08, 2.50, -2.46], [-2.00, 1.45, 0.22], [-1.95, 2.79, 0.88], [-2.33, 1.92, 1.00], [4.06, -0.19, -1.96], [2.59, -0.01, -1.22], [3.13, -0.35, -2.00], [-0.09, -0.41, -0.64], [-0.24, -0.28, -2.16], [-0.66, -0.71, -1.38], [-1.60, -3.09, -0.39], [-0.51, -2.69, -1.33], [-1.07, -3.44, -1.09], [-3.13, -1.30, -1.56], [-2.86, -2.66, -1.13], [-3.63, -2.09, -1.30]], "largest_force_ha_per_bohr": 0.06745, "total_charge": -1, "gap_ev": 8.3}

=====

3.
{"formula": "C17H39O2P3Ru", "method": "wB97M-V/def2-TZVPD", "species": ["Ru", "P", "P", "P", "H", "C", "C", "H", "C", "C", "C", "C", "C", "C", "C", "C", "C", "H", "H", "H", "H", "H", "H", "H", "H", "H", "H", "H", "H", "H", "H", "H", "H", "H", "H", "H", "H", "H", "H", "H", "H", "H", "H", "H", "H", "H", "C", "C", "C", "C", "C", "C", "O", "H", "H", "H", "H", "H", "H", "O", "H", "H"], "positions_angstrom": [[-0.47, -0.14, 0.23], [-0.77, 0.91, -1.77], [-2.73, -0.78, 0.00], [0.86, 1.55, 1.16], [-0.86, -2.32, 2.00], [-0.39, -1.34, 2.15], [-1.20, -0.19, 2.37], [-2.28, -0.29, 2.50], [-0.16, -0.67, -2.54], [-2.26, 1.33, -2.75], [0.35, 2.26, -2.27], [-3.67, -1.61, 1.37], [-4.05, 0.51, -0.31], [-2.91, -2.04, -1.35], [1.20, 1.63, 2.98], [0.18, 3.25, 1.06], [2.59, 1.74, 0.55], [0.66, -1.34, 2.48], [-0.81, 0.64, 2.95], [0.93, -0.74, -2.66], [-0.65, -0.61, -3.52], [-0.54, -1.53, -1.97], [-1.93, 1.51, -3.78], [-2.67, 2.28, -2.39], [-3.01, 0.52, -2.77], [0.41, 2.19, -3.36], [1.34, 2.12, -1.83], [-0.11, 3.22, -2.04], [-4.43, -2.27, 0.92], [-4.16, -0.81, 1.95], [-2.98, -2.18, 2.00], [-4.87, 0.06, -0.88], [-3.67, 1.39, -0.85], [-4.42, 0.82, 0.68], [-3.76, -2.69, -1.08], [-2.00, -2.67, -1.36], [-3.09, -1.57, -2.33], [2.13, 2.16, 3.18], [1.23, 0.63, 3.42], [0.36, 2.19, 3.40], [0.94, 3.98, 1.38], [-0.72, 3.26, 1.67], [-0.12, 3.50, 0.04], [3.21, 2.32, 1.26], [2.66, 2.20, -0.45], [2.99, 0.71, 0.50], [3.09, -2.00, -0.20], [3.46, -2.63, -1.40], [4.68, -3.34, -1.44], [5.52, -3.42, -0.32], [5.16, -2.70, 0.83], [3.96, -2.01, 0.90], [1.79, -1.58, 0.02], [1.36, -0.83, -0.57], [2.80, -2.57, -2.25], [4.99, -3.82, -2.34], [6.46, -4.00, -0.37], [5.86, -2.70, 1.69], [3.63, -1.49, 1.82], [-2.77, 3.07, 1.09], [-3.10, 3.85, 0.62], [-3.19, 3.09, 1.97]], "largest_force_ha_per_bohr": 0.08147, "total_charge": 3, "s2": 8.791, "multiplicity": 6, "gap_ev": [4.3, 4.9]}

=====

4.
{"formula": "C22H27ClOSm", "method": "wB97M-V/def2-TZVPD", "species": ["C", "C", "C", "H", "C", "C", "H", "H", "H", "H", "Sm", "Cl", "C", "C", "C", "H", "C", "C", "H", "H", "H", "H", "C", "C", "C", "C", "C", "C", "C", "C", "C", "C", "C", "C", "O", "H", "H", "H", "H", "H", "H", "H", "H", "H", "H", "H", "H", "H", "H", "H", "H", "H"], "positions_angstrom": [[0.91, -2.20, 0.44], [0.89, -1.79, -0.94], [-0.47, -1.63, -1.34], [1.77, -1.69, -1.58], [-1.30, -1.94, -0.21], [-0.44, -2.31, 0.88], [-0.77, -2.69, 1.85], [1.79, -2.52, 1.00], [-0.81, -1.32, -2.33], [-2.39, -1.94, -0.18], [-0.07, 0.20, 0.41], [0.49, 2.57, -0.30], [0.09, 2.58, -3.79], [-1.14, 1.96, -4.16], [-0.83, 0.75, -4.86], [-2.14, 2.36, -3.99], [0.60, 0.62, -4.91], [1.17, 1.75, -4.24], [2.23, 1.96, -4.13], [0.20, 3.53, -3.26], [-1.55, 0.07, -5.32], [1.15, -0.18, -5.41], [1.48, 0.18, 3.12], [0.80, 0.03, 4.49], [1.29, 1.15, 5.41], [-0.71, -0.10, 4.57], [-1.28, -0.46, 5.80], [-2.65, -0.55, 5.96], [-3.50, -0.21, 4.91], [-2.99, 0.17, 3.68], [-3.91, 0.51, 2.51], [-4.72, -0.71, 2.02], [-4.70, 1.81, 2.77], [-1.58, 0.16, 3.48], [-1.11, 0.37, 2.27], [1.08, 1.06, 2.58], [1.41, -0.75, 2.52], [2.56, 0.37, 3.30], [1.17, -0.91, 4.92], [1.04, 2.14, 5.00], [0.82, 1.07, 6.40], [2.37, 1.08, 5.55], [-0.65, -0.69, 6.67], [-3.07, -0.93, 6.89], [-4.59, -0.28, 5.04], [-3.23, 0.75, 1.68], [-5.43, -1.10, 2.77], [-5.28, -0.46, 1.11], [-4.01, -1.52, 1.76], [-3.96, 2.61, 2.93], [-5.28, 2.08, 1.88], [-5.38, 1.77, 3.63]], "largest_force_ha_per_bohr": 0.03910, "total_charge": -1, "s2": 8.762, "multiplicity": 6, "gap_ev": [4.8, 4.8]}

=====

Calculated energy relative to the best compared isomer or geometry (same formula, charge and spin) in order - 14.1, 57.0, 0.0, 17.6 kcal per mole
Calculated E_tot in order - -155467.280, -37371.553, -52771.568, -55728.505 eV